{"formula": "C66H92N4O5PS3Si2TeY", "method": "ωB97M-V with the def2-TZVPD basis set", "total_energy_ha": -5587.0724, "homo_lumo_gap_ha": 0.2773, "lumo_ev": 0.22, "e_homo_ev": -7.33, "multiplicity": 1, "species": ["Y", "C", "C", "C", "C", "C", "O", "C", "C", "C", "C", "C", "C", "C", "O", "C", "C", "C", "N", "C", "C", "Te", "C", "C", "C", "C", "C", "C", "C", "C", "C", "C", "C", "C", "H", "H", "H", "H", "H", "H", "H", "H", "H", "H", "H", "H", "H", "H", "H", "H", "H", "H", "H", "H", "H", "H", "H", "H", "C", "Si", "C", "C", "C", "C", "C", "C", "N", "C", "S", "H", "H", "H", "H", "H", "H", "H", "H", "H", "H", "H", "H", "C", "C", "C", "C", "O", "Si", "S", "O", "C", "C", "C", "C", "O", "C", "C", "C", "C", "H", "H", "H", "H", "H", "H", "H", "H", "H", "H", "H", "H", "H", "H", "H", "H", "H", "H", "H", "H", "H", "H", "H", "H", "H", "H", "H", "C", "C", "C", "C", "P", "C", "C", "C", "C", "C", "C", "C", "C", "C", "C", "H", "H", "H", "H", "H", "H", "H", "H", "H", "H", "H", "H", "H", "H", "H", "H", "H", "H", "H", "H", "H", "H", "H", "S", "C", "N", "C", "C", "N", "H", "H", "H", "H", "H", "H"], "xyz": [[0.86041, -0.46467, 0.26813], [-2.43789, 0.15563, -6.29437], [-1.41719, 0.17023, -5.19477], [-0.98239, -0.98877, -4.59947], [-0.13769, -0.96677, -3.47817], [0.29871, -2.18167, -2.84647], [0.78951, -2.22157, -1.70497], [0.16681, -3.47647, -3.58507], [0.66251, -3.65727, -4.87537], [0.56731, -4.89547, -5.48777], [-0.02409, -5.96067, -4.82797], [-0.52319, -5.78537, -3.54847], [-0.41819, -4.55377, -2.92547], [0.26041, 0.28863, -2.89477], [0.89081, 0.37463, -1.79907], [-0.02009, 1.46903, -3.67977], [-0.86709, 1.38663, -4.76207], [0.73821, 2.68073, -3.34207], [1.10031, 2.90343, -2.14797], [2.02821, 3.93413, -1.80247], [1.34721, 5.04973, -1.02227], [0.58761, 6.66023, -2.27217], [-1.45539, 6.40863, -1.71897], [-1.81629, 6.13513, -0.40837], [-3.14629, 5.94033, -0.07357], [-4.12849, 6.03153, -1.04487], [-3.77629, 6.32933, -2.35017], [-2.44669, 6.51443, -2.68377], [1.14491, 3.46643, -4.54397], [0.27401, 4.41363, -5.07047], [0.60531, 5.09523, -6.22837], [1.81411, 4.85273, -6.86027], [2.69651, 3.92953, -6.32317], [2.36221, 3.23643, -5.17227], [-2.62329, -0.86067, -6.63657], [-2.11149, 0.76533, -7.13607], [-3.38509, 0.56493, -5.93807], [-1.33129, -1.94257, -4.97297], [1.13221, -2.83437, -5.39347], [0.94441, -5.03927, -6.48987], [-0.09849, -6.92417, -5.31047], [-0.99319, -6.60937, -3.03047], [-0.79809, -4.41397, -1.92337], [-1.13199, 2.28543, -5.29957], [2.57381, 4.34953, -2.66627], [2.76461, 3.45963, -1.14057], [2.05201, 5.49263, -0.32647], [0.51001, 4.64963, -0.46037], [-1.06319, 6.07533, 0.36443], [-3.41039, 5.72403, 0.95313], [-5.16189, 5.86493, -0.78177], [-4.53079, 6.41523, -3.11987], [-2.18199, 6.75273, -3.70597], [-0.66619, 4.59813, -4.56987], [-0.08249, 5.82233, -6.63687], [2.07011, 5.38333, -7.76617], [3.64771, 3.74123, -6.80067], [3.04471, 2.51013, -4.75187], [5.67151, 4.59693, 3.11333], [3.85891, 4.07553, 2.79963], [3.13721, 3.53323, 4.47563], [2.91951, 5.63033, 2.22933], [3.90921, 2.76593, 1.42383], [5.04291, 2.65823, 0.63633], [5.13351, 1.69973, -0.36787], [4.08781, 0.81293, -0.51227], [2.98481, 0.87873, 0.22373], [2.85391, 1.87803, 1.12233], [1.29521, 1.96403, 1.82653], [5.72721, 5.24923, 3.97803], [6.08111, 5.14703, 2.27243], [6.32021, 3.74783, 3.30373], [3.06651, 4.39363, 5.13563], [3.75621, 2.79113, 4.96873], [2.13971, 3.12733, 4.35253], [2.98061, 6.40843, 2.98393], [1.87121, 5.40993, 2.05993], [3.34231, 6.03063, 1.31223], [5.87231, 3.33123, 0.79903], [5.99821, 1.63273, -1.00917], [4.12901, 0.01243, -1.23827], [-4.11749, 1.52783, -0.61497], [-2.70299, 1.60783, -0.04197], [-2.75739, 2.23833, 1.35053], [-1.81609, 2.41873, -0.98897], [-2.10379, 0.30613, 0.06593], [-2.81769, -1.09667, 0.54603], [-1.13249, -2.35487, 0.49933], [-3.41099, -0.84047, 2.04023], [-4.43309, -1.47767, 2.79293], [-4.38879, -2.99157, 2.60293], [-4.19169, -1.13757, 4.26773], [-5.78359, -0.92147, 2.34033], [-4.10039, -1.64087, -0.29687], [-4.27859, -2.35397, -1.50907], [-3.57489, -1.63187, -2.65557], [-5.79039, -2.39057, -1.75647], [-3.71879, -3.77277, -1.37067], [-4.53999, 2.52803, -0.69097], [-4.74779, 0.91973, 0.02683], [-4.09539, 1.08473, -1.60777], [-3.26959, 3.19683, 1.30783], [-1.75219, 2.38963, 1.73763], [-3.30049, 1.57653, 2.01993], [-2.11299, 3.46533, -0.99397], [-1.89469, 2.03253, -2.00467], [-0.76819, 2.34193, -0.68987], [-3.41199, -3.37057, 2.88983], [-4.54879, -3.23077, 1.55783], [-5.15369, -3.46827, 3.21053], [-3.22889, -1.52317, 4.58593], [-4.96699, -1.58567, 4.88213], [-4.20469, -0.06057, 4.41273], [-5.94489, -1.17537, 1.29733], [-5.78449, 0.16093, 2.44303], [-6.58029, -1.33657, 2.95033], [-4.04029, -0.66687, -2.84647], [-3.62409, -2.22127, -3.56687], [-2.53249, -1.46717, -2.39317], [-6.17929, -1.37967, -1.86077], [-6.29519, -2.87067, -0.92047], [-6.00179, -2.94087, -2.66897], [-2.71109, -3.71467, -0.97277], [-3.69419, -4.26787, -2.33817], [-4.31719, -4.36127, -0.68147], [0.96331, 0.41683, 5.28073], [0.38441, -0.80617, 4.57003], [-0.81659, -0.28777, 3.77403], [-0.05389, -1.82007, 5.63073], [1.59241, -1.50847, 3.24413], [1.17831, -3.31367, 3.27223], [2.10871, -4.34957, 3.30683], [1.72861, -5.66987, 3.13683], [0.40311, -6.00567, 2.92803], [-0.54229, -4.99537, 2.92103], [-0.16029, -3.67677, 3.08793], [3.36101, -1.39977, 3.98963], [4.32481, -1.98117, 2.94353], [3.81861, 0.05833, 4.15283], [3.47361, -2.11817, 5.33663], [0.15241, 0.95713, 5.76853], [1.42001, 1.08893, 4.56233], [1.68051, 0.14703, 6.05033], [-1.56829, 0.12573, 4.44603], [-1.29129, -1.05487, 3.17033], [-0.49689, 0.51343, 3.10523], [-0.67269, -1.30517, 6.36583], [0.80211, -2.24397, 6.14983], [-0.63519, -2.64037, 5.21803], [3.15261, -4.16257, 3.48003], [2.48221, -6.44437, 3.17943], [0.11751, -7.03797, 2.78013], [-1.58689, -5.22427, 2.77203], [-0.92839, -2.92627, 3.04233], [4.50661, -1.24007, 2.16823], [3.94721, -2.85927, 2.43413], [5.28071, -2.22957, 3.40863], [4.90551, 0.09473, 4.08133], [3.54561, 0.48303, 5.11273], [3.41951, 0.68913, 3.35993], [3.01771, -3.10457, 5.32213], [2.98201, -1.53937, 6.11443], [4.52321, -2.22287, 5.61643], [3.34491, -2.30217, -0.18677], [2.98441, -3.88467, -0.51887], [1.79541, -4.48587, -0.42457], [1.87231, -5.86157, -0.87437], [3.38741, -6.12947, -0.86517], [3.92251, -4.78557, -0.89667], [0.93911, -3.94257, -0.42557], [1.46071, -5.96757, -1.88507], [1.32481, -6.51547, -0.19427], [3.71751, -6.70677, -1.73097], [3.70881, -6.64977, 0.04553], [4.89571, -4.59827, -0.73127]], "forces_ev_per_a": [[0.2281, 0.1353, -1.2982], [-0.0027, 0.0587, 0.0778], [-0.0251, -0.1172, -0.0858], [0.0368, 0.2537, -0.0025], [0.1351, 0.6833, 0.3419], [0.3324, -0.0107, 0.5819], [-0.4474, -0.0087, -0.5538], [0.0838, -0.2871, 0.0711], [-0.0467, 0.0481, 0.1234], [0.0215, -0.0633, -0.0960], [-0.0351, -0.0222, -0.0036], [-0.0906, -0.0341, 0.0330], [-0.0097, 0.1468, -0.0711], [-0.5474, -0.2569, -1.0984], [0.1843, -0.4068, 1.3246], [-0.0518, -0.6449, 0.4441], [0.0683, -0.3443, 0.1931], [0.2677, 0.2863, -0.0602], [-0.3269, 0.0070, -0.0805], [0.3562, 0.3398, -0.2662], [0.1799, 0.2425, -0.2105], [-0.2745, -0.2679, 0.5665], [0.4557, 0.0314, -0.1125], [0.0737, 0.0271, 0.1619], [0.0160, 0.0070, 0.0587], [-0.1238, -0.0752, 0.0380], [-0.1064, 0.0141, -0.0543], [0.1344, 0.0874, -0.2050], [0.0794, 0.3612, -0.0612], [0.0986, -0.1683, -0.0722], [-0.0873, 0.0759, -0.0633], [0.0209, 0.0403, -0.0198], [0.0971, -0.0257, -0.0296], [-0.0677, -0.0388, 0.0711], [-0.0114, -0.0228, -0.0957], [-0.0371, -0.0190, -0.1182], [-0.0671, 0.0077, -0.0469], [-0.0582, -0.0247, -0.0059], [0.0127, 0.1220, -0.0255], [0.0893, 0.0543, -0.0577], [-0.0121, -0.0665, -0.0544], [-0.0407, -0.0684, 0.0371], [-0.0540, 0.0763, 0.1099], [0.0490, 0.1164, -0.1009], [-0.0084, -0.0602, 0.1265], [-0.0119, 0.1058, -0.0417], [-0.0735, 0.1177, -0.0206], [-0.1559, -0.0158, 0.0906], [0.0706, -0.0124, 0.0606], [-0.0215, -0.0116, 0.0252], [-0.1274, 0.0239, 0.0083], [-0.0764, -0.0148, -0.0039], [0.0203, -0.0550, -0.0714], [-0.0766, 0.0576, 0.0246], [-0.0339, 0.0578, -0.0321], [0.0135, 0.0442, -0.0472], [0.0518, 0.0100, -0.0544], [0.0540, -0.0798, 0.0024], [-0.6245, -0.2230, -0.2116], [0.0906, 0.5997, 0.4064], [0.1856, 0.0310, -0.6819], [0.3195, -0.6075, 0.1540], [-0.0975, 0.1590, 0.2961], [0.0131, -0.1062, -0.0463], [-0.0271, 0.0014, -0.0784], [0.3549, 0.0048, -0.2263], [-0.0083, -0.0578, 0.1649], [0.0920, -0.1492, -0.2055], [-0.8883, -0.1122, 0.1354], [-0.0734, 0.1520, 0.2108], [0.0897, 0.1212, -0.2062], [0.0944, -0.2222, 0.0424], [0.0627, 0.2386, 0.0347], [0.1310, -0.1536, 0.0443], [-0.1529, -0.0690, -0.0174], [0.0465, 0.1134, 0.2127], [-0.2289, -0.0705, -0.0613], [0.0928, 0.0475, -0.1523], [0.1213, 0.0500, 0.0187], [0.0734, -0.0357, -0.0205], [-0.0039, -0.0120, -0.0641], [0.3144, -0.1774, 0.0753], [-0.1354, 0.9579, -0.1592], [0.0371, -0.1936, -0.2210], [-0.0584, -0.4024, 0.3668], [0.0927, 0.1729, -0.2389], [1.0317, -0.7637, 0.1345], [-0.3037, 0.1662, 0.0700], [0.0442, 0.3006, 0.1399], [-0.4423, -0.0840, 0.3234], [0.1131, 0.2870, -0.0422], [-0.0326, -0.0588, -0.4544], [0.3348, -0.1137, 0.0696], [-0.0595, 0.2407, 0.1520], [-0.2773, -0.2873, -0.6307], [-0.0845, 0.0016, 0.3521], [0.3876, 0.0388, 0.0915], [-0.0809, 0.2924, 0.0700], [-0.0018, 0.0826, 0.0206], [-0.2548, -0.0532, 0.0716], [-0.0400, -0.0400, -0.0728], [0.0078, 0.1328, -0.0262], [0.1506, 0.0320, 0.0657], [-0.0266, -0.0007, 0.1405], [-0.0452, 0.1165, 0.0230], [-0.0383, -0.0598, -0.0371], [-0.0726, 0.1228, 0.0161], [0.1594, -0.1006, 0.1090], [-0.1108, -0.1485, -0.1519], [-0.0738, -0.0951, 0.0493], [0.1452, -0.0608, 0.0856], [-0.1309, -0.0507, 0.1020], [0.0175, 0.1469, 0.0248], [-0.1111, -0.0243, -0.1220], [-0.0361, 0.1481, 0.0351], [-0.1882, -0.0461, 0.0486], [-0.0043, 0.0859, -0.0198], [0.0165, -0.0876, -0.1335], [0.1203, 0.0160, -0.0525], [-0.0169, 0.1094, -0.0022], [-0.0494, -0.0813, 0.0495], [-0.0814, -0.1098, -0.1169], [0.1109, -0.0677, -0.0433], [-0.0665, -0.0944, -0.1081], [-0.1546, -0.1080, 0.1110], [0.1313, -0.1171, -0.1158], [-0.0104, 0.0075, -0.2122], [0.0707, -0.1495, -0.0824], [0.0390, 0.0409, -0.2059], [0.2235, 0.0355, 0.7446], [-0.0325, 0.1297, -0.1501], [0.0585, -0.0581, 0.0493], [0.0581, -0.1905, -0.0052], [0.0328, -0.0062, -0.0067], [-0.0326, -0.0555, 0.0557], [0.1487, -0.0353, 0.0913], [-0.2010, -0.0354, -0.1741], [-0.1750, -0.1221, -0.0917], [-0.1212, -0.0130, 0.0240], [-0.1308, 0.0235, -0.1104], [-0.1436, -0.0009, 0.0516], [0.0784, 0.1644, 0.0118], [0.1247, 0.0132, 0.0507], [-0.0524, 0.0211, 0.0899], [-0.0890, 0.0247, -0.0081], [-0.0662, 0.0150, 0.0016], [-0.0818, 0.0790, 0.0820], [0.0630, -0.0662, 0.0818], [-0.0290, -0.0023, 0.0459], [0.0850, 0.0602, 0.0137], [0.0675, -0.0526, -0.0075], [-0.0549, -0.0553, 0.0265], [-0.1188, -0.0209, -0.0481], [0.0099, 0.0273, 0.0175], [0.0442, 0.0475, -0.0812], [0.1200, -0.0169, -0.0475], [0.0521, 0.0525, 0.1014], [0.1405, -0.0425, 0.0116], [-0.0849, 0.0456, 0.0122], [-0.0058, 0.0922, 0.0115], [0.0647, -0.0898, 0.0733], [-0.0327, 0.0108, 0.1019], [0.0861, 0.0043, 0.0008], [-0.0402, 0.8275, 0.1711], [-0.2142, -0.1853, 0.1068], [0.3298, -0.0615, 0.0600], [-0.1399, -0.3921, -0.1437], [-0.0167, -0.4144, 0.1097], [-0.1005, 0.0547, -0.0924], [0.1693, 0.0008, -0.0277], [0.0934, 0.0149, 0.1859], [0.0439, -0.0389, -0.0639], [-0.0953, 0.0116, 0.0800], [-0.1146, 0.0045, -0.0653], [-0.0413, 0.1558, 0.0115]], "nbo_charge": [1.757, -0.620, -0.104, -0.086, -0.338, 0.555, -0.638, -0.045, -0.200, -0.216, -0.208, -0.216, -0.224, 0.532, -0.816, -0.112, -0.143, 0.236, -0.381, -0.252, -0.616, 0.443, -0.246, -0.186, -0.227, -0.226, -0.195, -0.258, -0.108, -0.142, -0.234, -0.205, -0.216, -0.199, 0.211, 0.214, 0.213, 0.205, 0.225, 0.216, 0.215, 0.216, 0.234, 0.214, 0.174, 0.208, 0.229, 0.240, 0.210, 0.216, 0.214, 0.212, 0.212, 0.210, 0.211, 0.211, 0.212, 0.215, -1.104, 1.619, -1.103, -1.101, -0.486, -0.145, -0.301, 0.084, -0.620, 0.077, -0.357, 0.238, 0.228, 0.233, 0.235, 0.232, 0.251, 0.235, 0.244, 0.227, 0.215, 0.220, 0.219, -0.625, 0.275, -0.627, -0.628, -0.963, 2.290, -1.012, -0.968, 0.283, -0.631, -0.612, -0.633, -0.969, 0.278, -0.625, -0.615, -0.644, 0.217, 0.213, 0.208, 0.205, 0.217, 0.223, 0.219, 0.208, 0.241, 0.208, 0.222, 0.211, 0.210, 0.206, 0.211, 0.226, 0.210, 0.206, 0.209, 0.209, 0.223, 0.211, 0.209, 0.207, 0.237, 0.208, 0.206, -0.627, -0.256, -0.627, -0.628, 0.836, -0.364, -0.157, -0.238, -0.220, -0.209, -0.194, -0.292, -0.618, -0.621, -0.626, 0.211, 0.234, 0.199, 0.212, 0.224, 0.230, 0.210, 0.211, 0.218, 0.201, 0.205, 0.210, 0.215, 0.239, 0.223, 0.219, 0.208, 0.210, 0.212, 0.232, 0.216, 0.208, 0.210, -0.221, 0.336, -0.580, -0.229, -0.222, -0.589, 0.461, 0.209, 0.213, 0.208, 0.189, 0.416]}